Record 1
The following is a DFT calculation (wB97M-V/def2-TZVPD) of C3H8O2 in the gas phase.

Structure (ORCA input):
```
! wB97M-V def2-TZVPD RIJCOSX def2/J DEFGRID3
* xyz 0 1
O -0.7738 1.2217 0.9162
C -1.2521 0.1030 0.1532
C -0.1443 -0.7078 -0.5678
C 1.2719 -0.3272 -0.1300
O 1.5673 1.0209 -0.3988
H -0.4808 0.9080 1.7808
H -1.9406 0.5410 -0.5748
H -1.8447 -0.5436 0.8120
H -0.2029 -0.5476 -1.6502
H -0.2961 -1.7817 -0.3912
H 1.4078 -0.5694 0.9402
H 1.9985 -0.9282 -0.6888
H 0.8804 1.5213 0.0744
*
```

The SMILES is OCCCO. The value obtained for the orbital gap is 10.766 eV. The highest occupied orbital energy comes out at -10.02 eV. The value obtained for the energy above the lowest of the compared OMol25 structures with the same formula, charge and spin is 22.0 kcal per mole.

Record 2
The following is a DFT calculation (wB97M-V/def2-TZVPD) of a molecular structure, C3H8O2.

Structure (ORCA input):
```
! wB97M-V def2-TZVPD RIJCOSX def2/J DEFGRID3
* xyz 0 1
C 1.2133 -0.2301 -0.0448
C -0.8009 0.5520 1.1652
C -0.1508 -0.5169 0.3655
O -0.3521 -0.2960 -2.2135
O -1.0260 -0.7613 -1.1756
H 1.9653 -0.8616 0.3621
H 1.3188 -0.2597 -1.1261
H 1.5201 0.7837 0.1015
H -1.6632 0.2034 1.5595
H -0.9248 1.3749 0.5335
H -0.0957 0.8122 1.9683
H -0.4807 -1.5471 0.6431
H -0.5231 0.7464 -2.1386
*
```

The value obtained for the orbital gap is 10.075 eV. The highest occupied orbital energy comes out at -9.21 eV. The value obtained for the energy above the lowest of the compared OMol25 structures with the same formula, charge and spin is 114.0 kcal per mole.

Record 3
The following is a DFT calculation (wB97M-V/def2-TZVPD) of C3H8O2 in the gas phase.

Structure (ORCA input):
```
! wB97M-V def2-TZVPD RIJCOSX def2/J DEFGRID3
* xyz 0 1
C -2.2383 0.2936 0.0439
O -1.1266 -0.6204 -0.0732
C 0.0218 0.2391 -0.0545
O 1.0821 -0.6130 0.0786
C 2.2727 0.2592 -0.0041
H -3.1881 -0.2304 -0.2009
H -2.2420 0.6136 1.1483
H -2.1738 1.2098 -0.6380
H 0.1093 1.0092 0.7077
H 0.0339 0.8926 -0.9421
H 2.2897 0.8279 -0.8604
H 2.1053 1.1426 0.7904
H 3.0846 -0.3492 0.0394
*
```

The SMILES is COCOC. The value obtained for the orbital gap is 10.855 eV. The highest occupied orbital energy comes out at -9.87 eV. The value obtained for the energy above the lowest of the compared OMol25 structures with the same formula, charge and spin is 60.2 kcal per mole.

Record 4
The following is a DFT calculation (wB97M-V/def2-TZVPD) of C3H8O2S in the gas phase.

Structure (ORCA input):
```
! wB97M-V def2-TZVPD RIJCOSX def2/J DEFGRID3
* xyz 0 1
C -1.3537 1.5777 -0.0721
C -0.5242 0.2562 0.0988
C -0.2681 -0.6691 -1.1263
S 1.2350 0.6617 0.7695
O 2.1479 -0.5394 0.6069
O 2.1795 -1.5681 1.7061
H -2.4462 1.3335 -0.3416
H -1.3126 2.0193 1.0156
H -0.8868 2.3309 -0.7446
H -1.0023 -0.3923 0.7875
H -1.2029 -1.0094 -1.4014
H 0.2740 -1.4295 -0.7493
H 0.2828 -0.3345 -2.0701
H 2.8778 -2.2368 1.5212
*
```

The SMILES is CC(C)SOO. The value obtained for the orbital gap is 9.642 eV. The highest occupied orbital energy comes out at -8.96 eV. The value obtained for the energy above the lowest of the compared OMol25 structures with the same formula, charge and spin is 109.4 kcal per mole.